# 1
Here is the ion C5H8NS with charge +1 from the OMol25 dataset. Energies are from ωB97M-V with the def2-TZVPD basis set.

Cartesian coordinates (Å):
C (0.991, 1.325, 0.293)
C (2.291, 0.973, 0.159)
C (0.783, -0.839, -0.426)
C (-1.172, 0.395, 0.195)
C (-2.055, -0.716, 0.045)
N (0.131, 0.309, 0.048)
S (2.582, -0.622, -0.481)
H (0.808, 2.269, 0.697)
H (3.113, 1.535, 0.332)
H (0.305, -0.968, -1.381)
H (0.569, -1.756, 0.301)
H (-1.649, 1.369, 0.333)
H (-3.092, -0.677, -0.041)
H (-1.952, -1.454, 0.885)
H (-1.654, -1.145, -0.959)

Cartesian forces (eV/Å) of the 6 atoms listed first:
C 4.1 0.5 0.3
C -2.7 -2.0 -1.2
C 0.0 -4.2 1.2
C 0.2 1.7 0.2
C 2.2 -3.4 -1.4
N -3.4 1.4 1.1

Values from the calculation:
LUMO energy (spin up / spin down): -4.948 / -4.947 eV
HOMO-LUMO gap (spin up / spin down): 7.87 / 7.87 eV
charge: +1
ΔE to the lowest compared entry with this formula, charge and spin: 164.1 kJ/mol
HOMO (spin up / spin down): -12.82 / -12.82 eV

Electronic structure analysis, natural (NBO) charges in units of e:
1. C -0.1018
2. C -0.2598
3. C -0.3928
4. C 0.2394
5. C -0.7089
6. N -0.2603
7. S 0.4095
8. H 0.2584
9. H 0.2477
10. H 0.2489
11. H 0.2708
12. H 0.2419
13. H 0.2809
14. H 0.2804
15. H 0.2455

=====

# 2
Here is a structure of composition C5H17N4 from the OMol25 dataset. Energies are from ωB97M-V with the def2-TZVPD basis set.

Cartesian coordinates (Å):
C (0.487, 2.720, 0.301)
C (-2.432, 0.268, 0.565)
C (0.748, 1.402, -0.452)
C (0.058, 0.169, 0.220)
C (-1.258, -0.356, -0.231)
N (1.837, -1.373, -1.351)
N (1.806, -1.494, 0.998)
N (1.120, -1.378, -0.114)
N (-1.382, -1.832, -0.068)
H (-0.312, 3.424, -0.219)
H (0.122, 2.445, 1.252)
H (1.386, 3.509, 0.374)
H (-2.386, 1.316, 0.439)
H (-2.315, 0.062, 1.633)
H (-3.496, 0.088, 0.163)
H (1.905, 1.326, -0.471)
H (0.407, 1.468, -1.504)
H (0.106, 0.286, 1.278)
H (-1.302, -0.244, -1.349)
H (2.838, -0.958, -1.477)
H (1.274, -1.132, -2.163)
H (2.556, -0.798, 1.274)
H (2.310, -2.369, 0.936)
H (-0.385, -2.220, -0.028)
H (-1.875, -2.340, -0.794)
H (-1.816, -1.990, 0.789)

Cartesian forces (eV/Å) of the 6 atoms listed first:
C -0.1 3.3 -2.0
C -1.0 -0.3 -1.4
C 0.8 -0.2 -0.6
C 3.5 -1.5 -1.3
C -1.6 0.6 -1.8
N 2.2 0.4 -0.3

Values from the calculation:
LUMO energy: -2.912 eV
HOMO-LUMO gap: 9.11 eV
charge: +1
ΔE to the lowest compared entry with this formula, charge and spin: 250.1 kJ/mol
HOMO: -12.02 eV

Electronic structure analysis, natural (NBO) charges in units of e:
1. C -0.6220
2. C -0.6484
3. C -0.4563
4. C -0.0444
5. C -0.0914
6. N -0.7042
7. N -0.6617
8. N -0.1472
9. N -0.6929
10. H 0.2248
11. H 0.2036
12. H 0.2449
13. H 0.2487
14. H 0.2274
15. H 0.2496
16. H 0.2381
17. H 0.2173
18. H 0.2100
19. H 0.2203
20. H 0.3753
21. H 0.3719
22. H 0.3413
23. H 0.3680
24. H 0.4713
25. H 0.4364
26. H 0.4198

=====

no.,molecular weight (g/mol),F_max (eV/A)
1,114.2,4.36
2,133.2,5.78